Record 1
ORCA calculation (ωB97M-V/def2-TZVPD) on C29H43F6N3O5SbSi3Ti as an isolated structure.

```
! wB97M-V def2-TZVPD RIJCOSX def2/J DEFGRID3
* xyz 0 2
Ti 0.3797 0.0523 0.3346
O 3.1198 3.3648 0.2937
C 2.4821 2.2154 0.2148
O 1.2804 2.1196 0.0341
C 3.3223 0.9980 0.3330
C 4.6843 0.9488 0.5552
C 5.2740 -0.3052 0.6616
C 4.4982 -1.4469 0.5265
C 3.1420 -1.2865 0.2888
N 2.5784 -0.0903 0.1984
C 2.1243 -2.3534 0.0231
O 2.4420 -3.6032 -0.0677
O 0.9948 -1.9573 -0.2401
H 2.4727 4.0851 0.2218
H 5.2555 1.8601 0.6553
H 6.3347 -0.3921 0.8519
H 4.9283 -2.4339 0.6172
H 3.1085 -3.8741 0.6266
C -2.6445 1.6853 0.9690
N -1.2516 1.3679 1.3396
C -0.8576 1.8891 2.4479
C 0.3960 1.5191 2.9827
C 1.0792 1.9102 4.1241
C 2.2166 1.0924 4.1896
C 2.1578 0.2498 3.0889
N 1.0566 0.4979 2.3359
C -3.6608 1.3880 2.0448
C -4.1947 2.4169 2.8137
C -5.1194 2.1519 3.8154
C -5.5255 0.8487 4.0564
C -5.0102 -0.1849 3.2854
C -4.0880 0.0867 2.2872
H -2.8809 1.1172 0.0770
H -2.7154 2.7421 0.7113
H -1.5000 2.5663 3.0114
H 0.7716 2.6722 4.8234
H 2.9683 1.0740 4.9616
H 2.8379 -0.5535 2.8542
H -3.8897 3.4398 2.6208
H -5.5244 2.9649 4.4040
H -6.2450 0.6382 4.8367
H -5.3301 -1.2040 3.4611
H -3.6990 -0.7193 1.6811
C -1.6756 -2.1837 1.0327
O -1.3322 -1.0973 0.1643
Si -1.6976 -0.9203 -1.5379
C -1.7815 -2.6942 -2.1215
C -3.4685 -0.3267 -1.7329
C -0.3144 0.1764 -1.9689
Si -0.7199 1.8606 -2.6916
C 0.8151 2.7780 -3.3158
C -1.9591 1.8186 -4.1163
C -1.4737 3.1660 -1.5590
Si 0.9259 -0.5847 -3.1770
C 1.1624 -2.4587 -3.2862
C 0.5166 -0.2665 -4.9984
C 2.6921 0.0742 -2.9335
H -0.9607 -2.9972 0.9092
H -2.6787 -2.5412 0.7992
H -1.6426 -1.8292 2.0624
H -2.6713 -3.1619 -1.6894
H -0.9122 -3.2814 -1.8315
H -1.8900 -2.7480 -3.2069
H -4.1082 -0.7512 -0.9534
H -3.6154 0.7521 -1.7417
H -3.8289 -0.7141 -2.6902
H 1.4470 2.2437 -4.0215
H 1.4406 3.0867 -2.4747
H 0.4667 3.6898 -3.8097
H -1.6451 1.2229 -4.9692
H -2.1177 2.8433 -4.4663
H -2.9294 1.4411 -3.7860
H -0.9739 3.2478 -0.5950
H -2.5422 3.0188 -1.4017
H -1.3595 4.1210 -2.0811
H 0.3487 -2.9253 -3.8433
H 1.2942 -3.0194 -2.3650
H 2.0680 -2.5889 -3.8884
H -0.4458 -0.7135 -5.2607
H 1.2810 -0.7828 -5.5873
H 0.5011 0.7731 -5.3182
H 2.7317 1.0522 -2.4568
H 3.1707 0.1680 -3.9126
H 3.3027 -0.6226 -2.3553
F 1.6320 -2.5581 2.4653
Sb 2.3685 -4.0130 3.4738
F 1.0015 -3.8796 4.7442
F 1.3739 -5.1846 2.3902
F 3.2289 -5.4343 4.3329
F 3.7479 -4.0593 2.0669
F 3.4572 -2.7546 4.3519
*
```

The LUMO energy (alpha / beta) comes out at -0.0542 / -0.0583 Ha. Its strongest force on any atom is 0.0165 Eh/bohr. The energy above the lowest of the compared OMol25 structures with the same formula, charge and spin is 0.0 kcal per mole. The value obtained for the molar mass is 881.6 g/mol. The calculated total energy is -115080.89325 eV. Its expectation value of S² is 0.754.



Record 2
ORCA calculation (ωB97M-V/def2-TZVPD) on C7H7IO3Zr as an isolated structure.

```
! wB97M-V def2-TZVPD RIJCOSX def2/J DEFGRID3
* xyz 4 1
C 2.1604 -0.6488 0.2260
C 1.3547 0.6355 0.3684
C 0.2252 0.6750 -0.6753
I -0.3079 2.7592 -1.2246
C -1.0605 -0.0460 -0.1989
C -1.7765 -0.9554 -0.8218
C -2.8231 -1.4429 0.2651
O -3.6958 -2.2015 0.0747
O -2.6416 -0.7206 1.3899
C -1.6106 0.1704 1.2144
O -1.2408 0.8998 2.0533
H 2.7517 -0.8198 1.1198
H 2.8456 -0.6259 -0.6232
H 1.5044 -1.5052 0.0871
H 0.9470 0.7444 1.3729
H 2.0812 1.5166 0.3276
H 0.5227 0.1688 -1.5885
H -1.7869 -1.3595 -1.8255
Zr 2.5509 2.7559 -1.5416
*
```

The LUMO energy comes out at -0.8028 Ha. Its strongest force on any atom is 0.0283 Eh/bohr. The value obtained for the molar mass is 357.3 g/mol. The calculated total energy is -22833.73636 eV.



Record 3
ORCA calculation (ωB97M-V/def2-TZVPD) on a 2-piece molecular cluster, C5H4NO4 overall.

```
! wB97M-V def2-TZVPD RIJCOSX def2/J DEFGRID3
* xyz -1 1
C -2.7539 2.1920 -0.4052
C -1.4262 -1.2259 0.4096
C 2.0682 0.1184 0.8433
C 2.1109 -0.2770 -0.6340
C 0.0186 -0.6226 0.2927
N -3.1371 3.1074 -0.9463
O -2.3444 -0.4762 0.7417
O -1.3948 -2.4365 0.1958
O 0.7412 -0.2786 1.2412
O 0.6778 -0.5303 -0.9619
H -2.6168 1.1547 0.0635
H 2.8525 -0.2374 1.4602
H 2.3853 0.5399 -1.2007
H 2.8186 -1.0277 -1.0997
*
```

The LUMO energy comes out at 0.1399 Ha. Its strongest force on any atom is 0.0727 Eh/bohr. The energy above the lowest of the compared OMol25 structures with the same formula, charge and spin is 86.9 kcal per mole. The value obtained for the molar mass is 142.1 g/mol. The calculated total energy is -14927.56699 eV.



Record 4
ORCA calculation (ωB97M-V/def2-TZVPD) on a single C3H10N4 molecule.

```
! wB97M-V def2-TZVPD RIJCOSX def2/J DEFGRID3
* xyz 0 1
H 2.5449 0.9397 -1.2719
N 2.1024 0.8978 -0.3523
C 1.2389 -0.0886 -0.3380
N 1.0167 -0.8685 -1.4542
C 0.7595 -0.5594 1.0130
N -0.7391 -0.1190 0.7406
C -1.0220 1.3071 0.6266
N -1.5419 -0.9675 -0.1051
H 0.1119 -1.3402 -1.3755
H 1.0693 -0.3518 -2.3225
H 1.1598 0.0512 1.8246
H 0.8593 -1.6407 1.1442
H -0.9243 1.6549 -0.4087
H -2.0467 1.5138 0.9554
H -0.3365 1.8925 1.2465
H -1.8198 -1.7933 0.4348
H -2.4327 -0.5281 -0.3574
*
```

The LUMO energy comes out at 0.0325 Ha. Its strongest force on any atom is 0.0932 Eh/bohr. The energy above the lowest of the compared OMol25 structures with the same formula, charge and spin is 50.8 kcal per mole. The value obtained for the molar mass is 102.1 g/mol. The calculated total energy is -9231.38240 eV.



Record 5
ORCA calculation (ωB97M-V/def2-TZVPD) on a 2-piece molecular cluster, C8H11O3 overall.

```
! wB97M-V def2-TZVPD RIJCOSX def2/J DEFGRID3
* xyz 0 4
O -4.6546 -1.4725 -1.1807
O -4.8223 -0.4701 -1.8994
H -4.7592 -1.4125 1.2470
C -4.6767 -1.3043 2.3570
C -5.1359 0.0641 2.7724
C -6.2097 0.2408 3.5932
C -6.9267 -0.8522 4.1160
C -6.5213 -2.1659 3.8145
C -5.4762 -2.4152 2.9659
C -5.0579 -3.8204 2.6155
C -5.7095 -4.3249 1.3321
O -3.3211 -1.4388 2.8705
H -4.4824 0.8992 2.5033
H -6.4892 1.2540 3.8795
H -7.7836 -0.6947 4.7602
H -7.0354 -3.0223 4.2696
H -3.9565 -3.8313 2.5404
H -5.3450 -4.4544 3.4722
H -5.3621 -5.3413 1.1488
H -6.7971 -4.3187 1.4592
H -5.4606 -3.6961 0.4700
H -2.6891 -1.4938 2.1361
*
```

The LUMO energy (alpha / beta) comes out at 0.0324 / -0.0452 Ha. Its strongest force on any atom is 0.0680 Eh/bohr. The energy above the lowest of the compared OMol25 structures with the same formula, charge and spin is 0.0 kcal per mole. The value obtained for the molar mass is 155.2 g/mol. The calculated total energy is -14611.29930 eV. Its expectation value of S² is 3.802.